Record 1
13 unconnected molecules or ions with the total composition C39H104O13 at a distorted geometry, computed with the ωB97M-V functional and the def2-TZVPD basis.

```
156
C39H104O13 the ωB97M-V functional and the def2-TZVPD basis
C 3.59968 6.77758 6.67453
C 2.33817 5.97852 7.11515
C 1.39734 6.87463 7.98836
O 1.66375 5.29911 6.15488
H 4.30016 6.17066 6.10089
H 4.04425 7.24869 7.55116
H 3.34023 7.57130 5.97395
H 2.66963 5.14511 7.73454
H 1.91807 7.75182 8.37239
H 1.12646 6.22369 8.81962
H 0.59696 7.34183 7.41458
H 0.72270 5.25715 6.34001
C -1.94512 -7.54689 4.81552
C -3.27993 -8.21935 5.08503
C -3.30120 -9.63714 4.52362
O -3.43301 -8.33572 6.48036
H -1.70427 -7.34665 3.77149
H -1.16574 -8.15313 5.27718
H -1.82266 -6.63681 5.40277
H -4.11132 -7.56975 4.81133
H -4.25820 -10.15841 4.50049
H -2.55314 -10.13429 5.14117
H -2.90380 -9.80549 3.52271
H -4.09338 -8.97093 6.76677
C -6.66999 4.90806 -3.25201
C -8.06804 4.46875 -2.89281
C -9.13439 4.51625 -3.90766
O -7.89036 3.14691 -2.60271
H -5.88953 4.68575 -2.52430
H -6.59915 5.95675 -3.54071
H -6.52832 4.34647 -4.17540
H -8.48658 5.07914 -2.09259
H -9.23098 5.57204 -4.16076
H -10.06212 4.13290 -3.48284
H -8.92032 3.84194 -4.73686
H -7.96641 2.77500 -3.48446
C 5.00072 -1.27874 -8.25744
C 3.64401 -1.76093 -7.51875
C 2.82854 -2.60149 -8.42192
O 3.95340 -2.47464 -6.31695
H 5.47066 -1.97803 -8.94900
H 5.75131 -0.88155 -7.57410
H 4.69445 -0.43113 -8.87050
H 3.06641 -0.86989 -7.27270
H 1.94291 -2.82132 -7.82575
H 3.29738 -3.56189 -8.63625
H 2.49844 -1.91378 -9.20050
H 4.53221 -3.16538 -6.64778
C -0.39671 8.20452 -1.31731
C -0.70973 8.11527 0.15661
C -2.04736 8.87701 0.47623
O -0.76607 6.72431 0.51051
H 0.02780 9.15446 -1.64213
H -1.13848 7.99711 -2.08859
H 0.43361 7.56274 -1.61191
H 0.03240 8.49619 0.85822
H -1.88596 9.95455 0.50716
H -2.42865 8.47662 1.41560
H -2.77767 8.63023 -0.29438
H 0.10093 6.52499 0.87130
C -4.73700 -0.62564 -8.22695
C -6.08033 -0.99788 -8.86552
C -7.07383 -1.81444 -7.95574
O -6.80693 0.17234 -9.33001
H -4.42208 -1.47026 -7.61413
H -4.91378 0.29069 -7.66376
H -3.98721 -0.55518 -9.01495
H -5.82845 -1.64675 -9.70434
H -6.62800 -2.71761 -7.53908
H -7.93937 -2.18010 -8.50823
H -7.39733 -1.16716 -7.14059
H -7.37743 -0.14627 -10.03330
C -0.92908 -8.43435 -3.70449
C 0.47005 -8.18873 -3.21636
C 1.01369 -9.37674 -2.39766
O 1.22077 -7.99565 -4.38688
H -1.60647 -8.69967 -2.89280
H -1.13693 -9.25065 -4.39627
H -1.29085 -7.46592 -4.04998
H 0.46675 -7.27017 -2.62955
H 2.10359 -9.36330 -2.39024
H 0.76444 -10.31886 -2.88590
H 0.58440 -9.41724 -1.39658
H 2.14976 -7.93174 -4.15346
C 5.80798 -6.73041 4.76066
C 5.58090 -7.51005 3.47844
C 5.39186 -8.98239 3.71166
O 4.46907 -6.96473 2.78595
H 5.77578 -5.64170 4.71865
H 6.76402 -7.00300 5.20763
H 4.93419 -7.01992 5.34441
H 6.51245 -7.51047 2.91247
H 5.20278 -9.53933 2.79396
H 4.51725 -9.15870 4.33781
H 6.31734 -9.33777 4.16475
H 4.54182 -6.06782 2.45149
C 6.82692 2.01226 -1.11476
C 7.66898 1.44647 0.02150
C 8.19271 2.68161 0.78425
O 6.98935 0.77312 1.02410
H 6.52800 1.40371 -1.96823
H 7.30785 2.88129 -1.56377
H 5.84731 2.32161 -0.75037
H 8.47795 0.81584 -0.34721
H 7.35271 3.31955 1.05908
H 8.90278 3.30856 0.24494
H 8.81094 2.37155 1.62672
H 6.17918 0.37374 0.69896
C 3.32758 6.63430 -8.42623
C 2.01406 6.21123 -8.95707
C 2.00377 6.34949 -10.54774
O 1.82162 4.79752 -8.66776
H 3.69537 7.64522 -8.60191
H 4.05875 5.98951 -8.91381
H 3.31003 6.45110 -7.35188
H 1.11901 6.71170 -8.58759
H 1.05185 5.96796 -10.91704
H 2.69122 5.77009 -11.16402
H 2.17946 7.38834 -10.82709
H 1.52818 4.69015 -7.76004
C 1.53846 -1.32596 10.45240
C 1.51533 -2.12629 11.69629
C 1.59251 -3.62760 11.49328
O 2.50203 -1.67103 12.60558
H 2.55153 -1.26094 10.05548
H 1.23574 -0.28185 10.53165
H 0.88315 -1.71422 9.67271
H 0.58500 -1.74310 12.11551
H 0.65601 -3.95294 11.94632
H 2.55399 -3.97418 11.87210
H 1.69024 -3.85010 10.43071
H 2.16327 -1.93576 13.46392
C 0.12945 -0.43738 1.16904
C 0.35000 -1.23885 -0.16639
C -0.01540 -0.38213 -1.41103
O 1.62962 -1.69861 -0.31917
H 0.28498 -0.94827 2.11926
H -0.82997 0.07441 1.09368
H 0.81091 0.41195 1.21736
H -0.31151 -2.10325 -0.22398
H -0.94458 0.15606 -1.22371
H -0.21281 -0.96612 -2.30996
H 0.79749 0.32834 -1.56116
H 1.82154 -1.99020 -1.21345
C -6.70908 4.07941 4.57881
C -5.68055 3.82478 5.59404
C -5.40511 2.36561 5.88396
O -4.49197 4.43060 5.09671
H -6.92144 5.14685 4.51916
H -7.67461 3.64719 4.84158
H -6.45864 3.58806 3.63862
H -5.88271 4.32732 6.53992
H -6.33202 1.85253 6.14029
H -4.79917 2.19917 6.77460
H -4.94097 1.90258 5.01317
H -4.82349 5.08154 4.47385
```

Energy   -68740.5885 eV
2S+1   1
Net charge   0
ΔE to the lowest compared entry with this formula, charge and spin   174.9 kcal per mole

***

Record 2
A molecular structure, C43H45N5O2Zr at a distorted geometry, computed with the ωB97M-V functional and the def2-TZVPD basis.

```
96
C43H45N5O2Zr the ωB97M-V functional and the def2-TZVPD basis
Zr -0.08946 -0.15433 0.00184
O 1.56282 0.11033 1.17218
C 2.05003 1.24144 1.61413
C 3.43383 1.49420 1.56006
C 3.95915 2.67121 2.04207
C 3.13864 3.63717 2.63128
C 1.79223 3.39095 2.75566
C 1.22536 2.21218 2.25464
C -0.12384 1.82841 2.57453
N -0.70290 0.88160 1.92556
N -1.85217 0.33926 2.46564
C -2.09524 -0.82321 1.93543
O -1.29310 -1.39144 1.07087
C -3.35330 -1.50531 2.29830
C -3.68224 -2.70260 1.66723
C -4.88185 -3.33453 1.95181
C -5.75758 -2.77452 2.86977
C -5.43253 -1.58133 3.50241
C -4.23774 -0.94509 3.21843
H 4.06460 0.73587 1.11146
H 5.02528 2.84790 1.97474
H 3.56546 4.55581 3.00878
H 1.14420 4.10789 3.24581
H -0.60593 2.24040 3.46034
H -2.98485 -3.12581 0.95586
H -5.13372 -4.26208 1.45448
H -6.69344 -3.26891 3.09563
H -6.11949 -1.14710 4.21668
H -3.97104 -0.01389 3.69734
C 2.07204 -2.90149 1.58667
C 1.85750 -2.64343 0.09097
C 1.45461 -3.93157 -0.62779
C 3.07243 -2.00106 -0.55179
C 4.27536 -2.68362 -0.46379
C 5.43786 -2.16264 -1.00020
C 5.40677 -0.90675 -1.57255
C 4.23211 -0.16788 -1.66794
C 4.35406 1.25760 -2.18894
C 4.59159 1.28018 -3.70561
C 5.47843 2.03282 -1.49239
C 3.02403 -0.75800 -1.22214
N 1.77403 -0.11977 -1.34196
C 1.48058 0.63786 -2.35816
C 0.33347 1.44493 -2.38718
C -0.02264 2.31940 -3.41586
C -1.22351 2.89207 -3.04528
C -1.59313 2.33007 -1.81502
N -0.63761 1.46807 -1.37741
C -2.88271 2.67770 -1.10947
C -3.20458 1.68467 0.00344
C -2.74774 4.08628 -0.51172
C -4.02988 2.67429 -2.12851
H 1.12943 -3.20775 2.04410
H 2.42060 -1.99812 2.08253
H 2.80309 -3.69380 1.74574
H 1.00612 -1.95593 0.00725
H 2.22854 -4.68971 -0.51116
H 1.30841 -3.75676 -1.69337
H 0.52585 -4.31964 -0.20710
H 4.30382 -3.64431 0.03407
H 6.36440 -2.71865 -0.94951
H 6.32652 -0.47761 -1.94811
H 3.43464 1.79837 -1.96299
H 5.58268 0.88521 -3.93255
H 4.53305 2.30145 -4.08541
H 3.86755 0.66872 -4.24556
H 6.45946 1.62013 -1.72614
H 5.34507 2.02206 -0.41202
H 5.46457 3.07106 -1.82764
H 2.08275 0.63974 -3.26338
H 0.55246 2.50906 -4.30870
H -1.78823 3.62192 -3.59991
H -2.63831 1.92953 0.89498
H -2.98313 0.66185 -0.31911
H -4.26345 1.72655 0.25958
H -1.92166 4.12408 0.20101
H -3.66899 4.36178 0.00470
H -2.55637 4.82242 -1.29294
H -4.13808 1.68980 -2.57916
H -3.86777 3.39911 -2.92627
H -4.96566 2.93008 -1.62822
C -0.82452 -1.69362 -1.62899
C -1.92989 -1.27342 -2.49014
C -1.70827 -0.74649 -3.77600
C -2.74477 -0.42340 -4.62099
C -4.07078 -0.63163 -4.22600
C -4.31782 -1.14195 -2.94914
C -3.27245 -1.43994 -2.10186
C -5.13361 -0.34790 -5.12670
N -5.98438 -0.12594 -5.86962
H 0.04914 -1.95494 -2.23047
H -1.12918 -2.55436 -1.03115
H -0.68916 -0.61468 -4.11462
H -2.54365 -0.02147 -5.60560
H -5.34094 -1.30039 -2.63242
H -3.48958 -1.84028 -1.11707
```

Energy   -58150.9915 eV
2S+1   1
Net charge   0

***

Record 3
C10H13NO2 in the gas phase at a distorted geometry, computed with the ωB97M-V functional and the def2-TZVPD basis.

```
26
C10H13NO2 the ωB97M-V functional and the def2-TZVPD basis
C -2.59592 -1.56632 0.05717
C -1.28870 -1.50707 0.50980
C -3.26918 -0.41944 -0.30772
C -0.64025 -0.28369 0.62392
C -1.33182 0.87291 0.27886
C -2.63246 0.81850 -0.21323
C 0.77440 -0.23605 1.18751
C 1.90246 0.03478 0.23232
C 3.68108 1.55002 -0.14539
C 2.04679 -2.02266 -0.87451
N -3.31253 1.97991 -0.53500
O 2.32149 1.34790 0.18339
O 2.39375 -0.78267 -0.63040
H -3.09345 -2.52313 -0.00633
H -0.78571 -2.42037 0.79399
H -4.28792 -0.47359 -0.66577
H 0.82180 0.55430 1.93887
H 0.98464 -1.19444 1.67470
H 3.82681 2.62732 -0.12382
H 3.91137 1.16479 -1.14205
H 4.33198 1.06965 0.59491
H 1.22086 -2.49685 -0.37963
H 2.70560 -2.56405 -1.52140
H -0.83666 1.83061 0.37003
H -4.10634 1.85893 -1.14366
H -2.74207 2.78072 -0.75658
```

Energy   -16162.2828 eV
2S+1   1
Net charge   0
ΔE to the lowest compared entry with this formula, charge and spin   101.9 kcal per mole

***

Record 4
2 unconnected molecules or ions with the total composition C7H15BrFNO5S, computed with the ωB97M-V functional and the def2-TZVPD basis.

```
31
C7H15BrFNO5S the ωB97M-V functional and the def2-TZVPD basis
C 4.13510 -1.61052 0.02399
C 3.44064 -0.37820 -0.53980
O 2.13305 -0.30864 0.00234
C 1.24770 0.55648 -0.66116
C -0.03718 -0.15249 -1.06790
N -1.10197 -0.15453 -0.04306
C -2.45479 -0.45626 -0.52752
C -2.79054 -1.91261 -0.84379
O -3.54566 -2.57263 -0.22176
Br -1.94847 -2.65952 -2.43688
S -0.77079 -0.90212 1.38669
O -1.93378 -0.84415 2.19410
O -0.03761 -2.10118 1.21490
F 0.22270 0.15490 1.96554
H 4.72849 -2.11214 -0.73888
H 3.37335 -2.31008 0.36924
H 4.77465 -1.36924 0.87077
H 3.99417 0.52890 -0.27122
H 3.38234 -0.43864 -1.63231
H 1.01488 1.41849 -0.02930
H 1.70224 0.94388 -1.57913
H -0.45548 0.41607 -1.89964
H 0.19625 -1.15913 -1.41354
H -2.60471 0.15331 -1.41788
H -3.17260 -0.16680 0.23536
C -2.41491 2.71559 1.44244
O -1.84202 2.96088 0.15970
H -2.76555 1.68726 1.44402
H -1.67817 2.82816 2.24119
H -3.26400 3.37648 1.63267
H -1.52732 3.86848 0.14083
```

Energy   -102823.5427 eV
2S+1   1
SMILES   CCOCCN(CC(=O)Br)S(=O)(=O)F.CO
Net charge   0

***

Record 5
2 unconnected molecules or ions with the total composition C4H12O2, computed with the ωB97M-V functional and the def2-TZVPD basis.

```
18
C4H12O2 the ωB97M-V functional and the def2-TZVPD basis
C -0.75418 1.14520 1.23189
C -1.89582 0.22412 1.67823
O -3.12953 0.47359 0.96772
H 0.10232 0.49695 1.04860
H -0.57806 1.93674 1.95469
H -1.03930 1.59675 0.28183
H -2.09842 0.27685 2.75043
H -1.66872 -0.82083 1.46536
H -3.70077 1.02517 1.50609
C 1.41061 -0.02298 -2.05931
C 1.53624 -1.33528 -1.29149
O 1.95170 -1.07100 0.06061
H 0.79036 0.65662 -1.47242
H 0.93636 -0.14285 -3.03504
H 2.38416 0.44759 -2.20097
H 2.27465 -1.98560 -1.76434
H 0.56734 -1.82357 -1.22914
H 2.91107 -1.07748 0.10726
```

Energy   -8436.7842 eV
2S+1   1
SMILES   CCO.CCO
Net charge   0
ΔE to the lowest compared entry with this formula, charge and spin   16.8 kcal per mole

***

Record 6
A molecular structure, C5H8NO at a distorted geometry, computed with the ωB97M-V functional and the def2-TZVPD basis.

```
15
C5H8NO the ωB97M-V functional and the def2-TZVPD basis
C 2.17633 -0.02163 0.14898
C 0.09275 -1.20839 -0.14185
C 1.37458 1.26082 0.01099
C -0.57816 0.06702 0.40783
C -2.04914 0.21778 -0.05065
N 1.51918 -1.07551 -0.12861
O 0.12914 1.16139 -0.24723
H 3.29413 -0.15432 0.19350
H -0.31361 -2.05037 0.32054
H -0.02975 -1.55605 -1.12673
H 2.09976 2.41672 -0.36861
H -0.56219 0.03208 1.43147
H -2.24817 0.20660 -1.04278
H -2.30629 1.16449 0.18553
H -2.59857 -0.46060 0.40760
```

Energy   -8840.6713 eV
2S+1   1
Net charge   +1
ΔE to the lowest compared entry with this formula, charge and spin   94.3 kcal per mole

***

Repeat the third record exactly.
C10H13NO2 in the gas phase at a distorted geometry, computed with the ωB97M-V functional and the def2-TZVPD basis.

```
26
C10H13NO2 the ωB97M-V functional and the def2-TZVPD basis
C -2.59592 -1.56632 0.05717
C -1.28870 -1.50707 0.50980
C -3.26918 -0.41944 -0.30772
C -0.64025 -0.28369 0.62392
C -1.33182 0.87291 0.27886
C -2.63246 0.81850 -0.21323
C 0.77440 -0.23605 1.18751
C 1.90246 0.03478 0.23232
C 3.68108 1.55002 -0.14539
C 2.04679 -2.02266 -0.87451
N -3.31253 1.97991 -0.53500
O 2.32149 1.34790 0.18339
O 2.39375 -0.78267 -0.63040
H -3.09345 -2.52313 -0.00633
H -0.78571 -2.42037 0.79399
H -4.28792 -0.47359 -0.66577
H 0.82180 0.55430 1.93887
H 0.98464 -1.19444 1.67470
H 3.82681 2.62732 -0.12382
H 3.91137 1.16479 -1.14205
H 4.33198 1.06965 0.59491
H 1.22086 -2.49685 -0.37963
H 2.70560 -2.56405 -1.52140
H -0.83666 1.83061 0.37003
H -4.10634 1.85893 -1.14366
H -2.74207 2.78072 -0.75658
```

Energy   -16162.2828 eV
2S+1   1
Net charge   0
ΔE to the lowest compared entry with this formula, charge and spin   101.9 kcal per mole